A cluster of 2 separate species, C6H14N2O2 in total. Source: the OMol25 dataset; level of theory: ωB97M-V with the def2-TZVPD basis set.

XYZ file:
```
24
Properties=species:S:1:pos:R:3:forces:R:3:mulliken_charge:R:1
C -2.4711 -0.6308 2.5605 -0.0533 -1.3808 0.6705 -0.749
N -1.7320 -1.7538 1.9096 0.6809 0.5424 -0.8836 -0.205
C -1.1146 -2.8282 2.5154 -0.2140 0.2007 1.3751 0.636
C -0.2096 -3.6408 1.5711 -0.2049 -0.4297 0.3802 -1.006
O -1.2333 -3.1264 3.7152 0.0270 0.6916 -2.0288 -0.624
H -2.8259 0.1658 1.8851 0.4585 -0.7459 -0.1156 0.323
H -1.8795 -0.1691 3.3688 -0.1547 -0.2556 -0.3400 0.257
H -3.3477 -1.1298 3.0070 0.2002 0.6215 0.0623 0.247
H -1.3877 -1.6226 0.9553 -0.4420 0.2027 0.6372 0.233
H -0.6063 -3.7664 0.5496 0.0480 0.2051 0.4317 0.338
H -0.1231 -4.6355 2.0398 0.0946 0.4295 -0.3066 0.290
H 0.7968 -3.1943 1.5052 -0.4351 -0.0770 0.1080 0.260
C 3.0158 2.3574 -5.3819 0.2326 0.4145 -0.4553 -0.798
N 3.5124 0.9949 -5.2771 0.4727 0.6373 -0.6779 -0.187
C 2.8749 0.0457 -4.5954 0.3079 -1.3345 2.1602 0.663
C 3.6142 -1.2493 -4.4264 0.2891 -1.1654 -0.9691 -0.989
O 1.8527 0.1551 -3.9451 -0.7596 1.1251 -0.4605 -0.628
H 2.2996 2.4510 -6.2155 0.2005 0.0496 0.3392 0.259
H 3.8845 3.0045 -5.5902 -0.4541 -0.1498 0.0755 0.318
H 2.5280 2.7101 -4.4577 0.2676 -0.4803 -0.3300 0.275
H 4.3722 0.7143 -5.7551 -0.6998 0.4457 0.3368 0.240
H 4.1185 -1.5031 -5.3739 0.0568 -0.1978 0.3736 0.335
H 2.8551 -2.0210 -4.2142 0.4695 0.3059 -0.0773 0.275
H 4.3623 -1.2595 -3.6159 -0.3886 0.3454 -0.3056 0.237
```
Positions in Å, forces in eV/Å.

Results
orbital gap: 10.2 eV
HOMO level: -9.5 eV
largest force on an atom: 0.0497 Eh/bohr
structure (SMILES): CNC(C)=O.CNC(C)=O
ΔE to the lowest compared entry with this formula, charge and spin: 1.046 eV